{"formula": "C56H80Cl2KO7PS2", "method": "ωB97M-V with the def2-TZVPD basis set", "e_above_lowest_ev": 1.5632, "gap_ev": 5.5, "energy_ha": -5366.84805, "homo_ev": -1.883, "charge": -2, "symbols": ["K", "C", "O", "C", "C", "C", "C", "C", "C", "C", "C", "C", "C", "C", "C", "C", "C", "C", "C", "C", "C", "C", "C", "C", "C", "C", "C", "C", "C", "C", "C", "C", "C", "O", "C", "C", "C", "C", "C", "O", "C", "C", "C", "C", "C", "C", "O", "C", "C", "C", "C", "H", "H", "H", "H", "H", "H", "H", "H", "H", "H", "H", "H", "H", "H", "H", "H", "H", "H", "H", "H", "H", "H", "H", "H", "H", "H", "H", "H", "H", "H", "H", "H", "H", "H", "H", "H", "H", "H", "H", "H", "H", "H", "H", "H", "H", "H", "H", "H", "H", "H", "H", "H", "H", "H", "H", "H", "H", "H", "Cl", "C", "Cl", "H", "H", "C", "C", "C", "O", "P", "S", "S", "O", "C", "C", "C", "H", "H", "H", "H", "H", "H", "H", "H", "H", "H", "H", "H", "H", "H", "C", "C", "C", "O", "H", "H", "H", "H", "H", "H"], "xyz": [[-0.319, 0.172, -0.288], [0.860, -3.997, -1.301], [0.632, -2.592, -1.259], [-0.389, -2.196, -2.150], [-1.717, -2.169, -1.725], [-2.116, -2.575, -0.307], [-4.127, -0.892, 0.419], [-5.338, -0.805, 1.108], [-5.918, 0.387, 1.517], [-5.174, 1.547, 1.277], [-3.987, 1.546, 0.579], [-3.218, 2.878, 0.574], [-2.088, 3.183, -0.389], [-2.318, 3.843, -1.584], [-1.284, 4.205, -2.450], [0.001, 3.795, -2.136], [0.277, 3.092, -0.966], [1.670, 2.533, -0.729], [2.295, 1.649, -1.807], [3.670, 1.622, -1.911], [4.366, 0.616, -2.592], [3.590, -0.404, -3.135], [2.201, -0.390, -3.123], [1.453, -1.539, -3.796], [0.001, -1.740, -3.408], [-0.999, -1.385, -4.295], [-2.342, -1.381, -3.933], [-2.673, -1.761, -2.647], [-3.378, -0.770, -4.870], [-3.314, -1.425, -6.256], [-4.802, -0.922, -4.332], [-3.064, 0.726, -4.981], [1.489, 0.711, -2.551], [0.223, 0.824, -2.620], [5.891, 0.648, -2.652], [6.485, 0.700, -1.238], [6.466, -0.582, -3.355], [6.346, 1.895, -3.425], [-0.758, 2.900, -0.053], [-0.516, 2.271, 1.159], [0.099, 3.090, 2.148], [-1.600, 5.032, -3.699], [-2.214, 6.373, -3.273], [-0.349, 5.321, -4.528], [-2.594, 4.285, -4.595], [-3.501, 0.327, -0.018], [-2.580, 0.359, -0.890], [-7.261, 0.471, 2.236], [-7.077, 1.083, 3.634], [-8.227, 1.356, 1.434], [-7.914, -0.900, 2.408], [1.189, -4.297, -2.300], [-0.051, -4.547, -1.048], [1.635, -4.235, -0.575], [-0.305, -2.300, 0.370], [-2.054, -3.678, -0.299], [-5.847, -1.730, 1.346], [-5.530, 2.501, 1.664], [-2.812, 2.998, 1.583], [-3.961, 3.673, 0.453], [-3.344, 4.095, -1.833], [0.822, 3.949, -2.825], [1.658, 1.942, 0.194], [2.356, 3.363, -0.528], [4.228, 2.379, -1.363], [4.074, -1.252, -3.613], [2.020, -2.461, -3.622], [1.458, -1.386, -4.881], [-0.696, -0.994, -5.260], [-3.681, -1.635, -2.297], [-3.554, -2.489, -6.190], [-2.322, -1.330, -6.698], [-4.032, -0.951, -6.931], [-5.056, -1.971, -4.157], [-5.513, -0.516, -5.056], [-4.932, -0.378, -3.394], [-2.084, 0.888, -5.433], [-3.042, 1.181, -3.988], [-3.818, 1.233, -5.592], [6.199, -0.184, -0.668], [6.130, 1.573, -0.689], [7.578, 0.749, -1.280], [6.209, -1.499, -2.822], [7.557, -0.510, -3.391], [6.098, -0.666, -4.380], [5.975, 2.804, -2.948], [5.958, 1.874, -4.446], [7.439, 1.952, -3.467], [-0.587, 3.889, 2.452], [1.020, 3.539, 1.765], [0.333, 2.445, 2.992], [-1.520, 6.927, -2.636], [-3.135, 6.221, -2.708], [-2.445, 6.985, -4.150], [0.392, 5.880, -3.953], [-0.618, 5.918, -5.403], [0.118, 4.398, -4.875], [-3.515, 4.046, -4.065], [-2.161, 3.349, -4.944], [-2.850, 4.897, -5.466], [-6.641, 2.080, 3.572], [-6.405, 0.465, 4.232], [-8.037, 1.162, 4.155], [-7.817, 2.358, 1.299], [-9.192, 1.447, 1.946], [-8.398, 0.931, 0.443], [-7.293, -1.565, 3.012], [-8.088, -1.381, 1.443], [-8.879, -0.791, 2.913], [3.234, -0.516, 0.615], [3.291, -2.144, -0.005], [4.931, -2.856, 0.042], [2.972, -2.116, -1.041], [2.655, -2.774, 0.607], [3.272, -2.691, 3.884], [2.630, -2.494, 5.249], [1.362, -3.316, 5.427], [2.458, -1.096, 5.524], [1.267, -0.105, 5.020], [1.962, 1.716, 5.337], [0.527, -0.609, 3.272], [0.096, -0.465, 6.106], [0.194, -0.031, 7.463], [-0.037, -1.240, 8.353], [-0.833, 1.064, 7.689], [3.529, -3.743, 3.736], [4.179, -2.093, 3.804], [2.585, -2.370, 3.103], [3.348, -2.807, 6.015], [0.618, -3.052, 4.678], [0.927, -3.152, 6.413], [1.612, -4.377, 5.328], [1.194, 0.375, 7.639], [-1.000, -1.700, 8.123], [-0.035, -0.943, 9.405], [0.747, -1.984, 8.202], [-1.834, 0.687, 7.472], [-0.618, 1.899, 7.023], [-0.804, 1.418, 8.723], [-3.488, -2.966, 1.659], [-3.563, -2.331, 0.244], [-4.551, -3.209, -0.559], [-1.200, -2.092, 0.672], [-4.482, -3.041, 2.096], [-2.860, -2.375, 2.321], [-3.071, -3.978, 1.601], [-5.401, -3.473, 0.073], [-4.080, -4.144, -0.879], [-4.955, -2.711, -1.437]], "forces_ev_per_angstrom": [[0.719, -0.192, 0.489], [-0.111, 0.054, -0.145], [-0.160, -0.117, -0.007], [0.010, -0.138, 0.003], [-0.029, -0.121, 0.002], [-0.022, -0.073, -0.026], [0.051, 0.022, 0.032], [0.011, -0.007, -0.014], [-0.003, -0.010, 0.005], [0.018, 0.012, -0.056], [-0.030, 0.031, 0.024], [0.003, 0.007, -0.020], [-0.036, -0.042, 0.040], [-0.018, 0.015, 0.030], [0.050, 0.027, -0.037], [-0.111, -0.074, -0.022], [0.115, 0.070, 0.025], [-0.041, 0.107, -0.078], [-0.067, 0.089, -0.003], [-0.052, -0.040, 0.003], [-0.001, -0.015, 0.053], [0.030, 0.005, -0.092], [-0.071, 0.009, 0.009], [-0.043, 0.001, -0.023], [0.038, 0.030, -0.009], [-0.007, -0.022, 0.009], [0.039, -0.011, 0.004], [0.030, 0.142, -0.013], [-0.041, -0.033, -0.028], [0.010, -0.001, 0.052], [-0.002, 0.003, 0.019], [-0.017, 0.080, -0.045], [0.001, 0.044, 0.024], [0.150, 0.038, -0.257], [0.024, 0.002, -0.007], [0.007, 0.005, 0.005], [0.001, -0.017, 0.000], [-0.014, -0.010, -0.004], [-0.078, 0.105, -0.056], [-0.017, 0.087, -0.131], [-0.011, -0.049, -0.005], [0.026, -0.011, -0.004], [0.008, -0.030, 0.020], [0.027, 0.005, 0.003], [-0.025, 0.018, -0.018], [-0.138, -0.039, -0.021], [-0.197, 0.022, -0.016], [0.003, 0.002, 0.024], [0.004, -0.005, -0.004], [-0.012, 0.007, 0.000], [-0.007, -0.013, -0.002], [0.001, -0.015, 0.016], [-0.004, -0.007, 0.003], [0.010, 0.001, -0.008], [-0.100, -0.170, 0.023], [-0.002, 0.012, 0.028], [-0.025, -0.007, 0.012], [-0.012, -0.002, 0.007], [-0.013, -0.004, 0.014], [0.007, -0.007, -0.001], [-0.012, 0.000, 0.006], [0.000, -0.001, -0.004], [-0.010, 0.127, 0.029], [0.018, -0.025, 0.014], [0.014, 0.011, -0.005], [0.013, -0.017, 0.001], [0.014, 0.011, 0.017], [0.020, -0.009, 0.006], [0.001, 0.002, -0.014], [0.030, 0.001, -0.012], [-0.002, -0.006, 0.000], [0.016, 0.004, -0.015], [-0.008, 0.011, -0.008], [0.002, -0.011, -0.008], [0.004, 0.011, -0.012], [-0.009, 0.011, 0.003], [0.009, 0.009, 0.005], [0.004, -0.009, 0.020], [0.005, 0.010, -0.004], [-0.016, -0.019, 0.007], [0.008, 0.005, 0.007], [0.012, -0.002, -0.008], [-0.015, -0.005, 0.011], [0.004, 0.009, 0.001], [0.006, 0.008, -0.011], [-0.005, 0.012, 0.008], [-0.004, -0.003, -0.008], [0.012, 0.000, 0.001], [0.004, 0.007, 0.014], [0.000, 0.003, 0.014], [0.001, 0.016, 0.006], [0.006, 0.002, 0.004], [-0.012, 0.011, 0.002], [-0.003, 0.003, -0.012], [0.001, 0.006, 0.008], [-0.014, -0.002, -0.006], [-0.001, -0.005, -0.011], [-0.017, -0.005, 0.018], [0.021, -0.050, 0.000], [-0.003, -0.004, -0.002], [0.007, 0.016, 0.002], [0.007, -0.007, 0.001], [-0.017, 0.000, 0.007], [0.002, 0.007, 0.000], [-0.005, -0.002, 0.004], [0.003, -0.007, -0.004], [0.010, -0.001, 0.008], [-0.002, -0.003, -0.010], [-0.005, 0.008, 0.001], [0.077, 0.108, 0.246], [-0.024, -0.075, -0.180], [0.035, -0.002, 0.011], [0.027, -0.019, 0.040], [0.031, 0.054, 0.034], [0.021, -0.035, -0.011], [-0.014, 0.031, -0.020], [-0.001, -0.016, 0.016], [0.140, -0.025, 0.053], [-0.030, 0.039, -0.029], [-0.028, -0.071, 0.012], [-0.082, 0.047, 0.037], [-0.038, 0.010, -0.108], [0.039, 0.002, 0.001], [0.025, 0.003, 0.067], [0.009, 0.003, -0.003], [-0.003, -0.001, 0.017], [0.018, 0.012, 0.006], [-0.021, 0.002, -0.017], [-0.009, 0.012, -0.003], [-0.014, 0.014, -0.024], [0.020, -0.020, -0.050], [-0.001, -0.003, -0.010], [-0.015, 0.000, 0.009], [-0.010, 0.003, -0.018], [0.001, -0.002, 0.011], [-0.017, 0.037, 0.019], [-0.009, -0.010, -0.006], [0.001, 0.005, -0.007], [0.011, -0.007, 0.007], [0.004, 0.021, -0.026], [0.008, -0.007, 0.033], [-0.040, -0.010, -0.017], [-0.069, 0.028, 0.000], [-0.019, 0.003, 0.006], [0.010, 0.013, 0.006], [0.009, -0.013, -0.002], [-0.018, -0.003, 0.006], [-0.001, -0.009, -0.002], [0.006, -0.015, -0.004]]}